(1)
Molecular formula: C4H38BO27
Method: DFT, the ωB97M-V functional and the def2-TZVPD basis

Cartesian coordinates (Å):
O -2.25320 3.13550 -0.33490
C -1.51420 2.24250 0.03510
O -0.38220 2.04350 -0.51590
B -0.05420 0.70450 -0.09190
O -1.00420 0.30650 0.94310
C -1.83720 1.25250 0.99510
O -2.65720 1.46250 1.96310
O 1.38980 0.52050 0.51310
C 2.00680 -0.24650 -0.18390
O 3.09680 -0.64450 0.19710
C 1.27680 -0.87050 -1.12890
O 0.06680 -0.39250 -1.14290
O 1.45580 -1.95150 -1.70790
O -1.66520 -2.51950 -3.51690
H -0.73120 -2.02550 -3.44790
H -2.16620 -1.87050 -4.09190
O 0.11080 -2.74350 0.36310
H -0.55020 -2.47450 -0.31990
H 0.18080 -2.21450 1.15610
O -1.08620 0.36150 -3.90490
H -0.50320 -0.29950 -4.32590
H -1.16820 -0.02550 -2.88390
O 1.55380 0.42750 3.42510
H 0.98980 -0.24550 3.00510
H 1.52480 0.48550 4.36310
O 0.28480 2.74750 2.48210
H 0.70480 1.86550 2.75410
H 0.94680 3.22850 2.06810
O -3.53720 4.59950 -2.27790
H -3.07120 3.79050 -1.90390
H -2.88220 4.83150 -2.99290
O 0.46780 3.26750 -3.26690
H -0.21020 3.80950 -3.55290
H 0.00680 2.52650 -2.65990
O -3.10720 -0.13050 3.33110
H -3.01020 0.48250 2.58610
H -4.10620 -0.15950 3.49710
O -0.46120 -1.25050 2.65110
H -0.90320 -2.12150 2.92410
H -1.33920 -0.66050 2.51610
O -4.07020 3.10850 2.95610
H -3.54120 2.65050 2.41810
H -4.72620 2.58750 3.57710
O -3.25420 5.11850 0.47210
H -2.66220 4.50150 0.06810
H -4.09620 4.85950 0.50710
O -1.91920 1.52250 5.16010
H -1.79820 2.46350 4.79910
H -2.07620 0.95050 4.41810
O 2.28180 -4.21350 -3.76290
H 2.51580 -3.86850 -2.97990
H 2.93680 -3.71850 -4.28690
O 0.79980 -1.42950 -4.69590
H 1.45880 -1.98350 -4.30390
H 1.17080 -1.06050 -5.57490
O 3.78280 -3.12950 1.52010
H 4.60680 -3.69450 1.69210
H 3.42880 -3.31450 0.73510
O 4.44280 -0.40250 2.00510
H 4.23680 -1.31750 1.59710
H 3.64480 -0.07650 1.68210
O 2.37480 -3.96650 -0.03690
H 2.95280 -3.27950 -0.50890
H 1.49580 -3.51250 0.25610
O -1.94720 -2.35650 -0.79090
H -1.81320 -2.18250 -1.76790
H -2.19320 -1.48450 -0.42690
O 5.72980 -1.21650 -0.75690
H 5.43480 -2.00650 -1.14090
H 4.93980 -0.79350 -0.34690

Properties
* net charge: -1
* 2S+1: 1
* largest force on an atom: 0.198 hartree/bohr
* relative energy (zero: lowest compared OMol25 entry of this formula, charge and spin): 10.0798 eV



(2)
Molecular formula: C4H38O16
Method: DFT, the ωB97M-V functional and the def2-TZVPD basis

Cartesian coordinates (Å):
C 0.41566 -0.16226 -4.03401
O 1.36751 -0.44510 -2.96005
C -0.95672 -0.21007 -3.60629
C -1.14298 0.51787 -2.25165
C -0.71431 -0.11876 -0.98638
O -1.25090 0.72871 0.04700
H 0.65684 0.74054 -4.65679
H 0.65879 -1.05388 -4.78549
H 1.49117 0.41469 -2.48121
H -1.21723 -1.24928 -3.60997
H -1.66438 0.21057 -4.32831
H -2.20919 0.75416 -2.13413
H -0.69547 1.57101 -2.41808
H 0.40606 -0.09631 -0.72516
H -1.03145 -1.23061 -0.70911
H -1.32567 0.05346 0.79554
H 0.95596 -2.73305 3.42909
H 1.04417 -1.48518 2.90601
O 0.34234 -1.98272 3.46313
H -0.38798 2.45387 0.03756
H -0.33298 3.79125 0.87842
O 0.11469 2.95799 0.65755
H 2.61750 -2.20248 1.27602
H 2.64629 -3.71542 1.10178
O 2.20201 -3.00160 1.67768
H -4.18085 0.34282 -0.07575
H -3.17322 -0.71869 0.15911
O -4.02679 -0.56155 0.10397
H 0.82474 -3.33496 -1.04698
H -0.38787 -3.49319 -1.62032
O 0.08629 -3.89139 -0.89339
H 3.15037 1.79608 -2.28664
H 1.90357 2.51408 -1.70315
O 2.53001 1.84283 -1.47942
H 0.88578 4.84899 -1.78778
H 1.04518 3.93230 -0.68744
O 0.74657 3.90716 -1.63690
H 1.55459 1.42532 1.32997
H 2.63677 0.58950 1.67286
O 1.70462 0.60292 1.71463
H -2.52902 3.41088 1.32873
H -1.52103 3.46734 2.58573
O -1.88013 3.99382 1.82470
H -2.41151 -3.49751 -1.40706
H -2.78352 -2.05094 -2.05200
O -2.21826 -2.89940 -2.25167
H 3.57326 -1.94590 -1.08850
H 2.69938 -0.79109 -0.47358
O 2.73130 -1.73872 -0.51763
H -1.08959 -2.95565 0.66877
H -0.66893 -2.11039 1.72582
O -1.42216 -2.59132 1.45215
H 1.21175 2.93262 2.38356
H 1.16522 2.56713 3.87014
O 1.78011 2.89937 3.25220
H -0.77987 -0.88243 4.61550
H -1.68773 -0.46106 3.74748
O -1.13969 -0.06715 4.40047

Properties
* 2S+1: 1
* largest force on an atom: 0.128 hartree/bohr
* relative energy (zero: lowest compared OMol25 entry of this formula, charge and spin): 2.9547 eV



(3)
Molecular formula: C4H3Br2O5S
Method: DFT, the ωB97M-V functional and the def2-TZVPD basis

Cartesian coordinates (Å):
C -0.38318 -0.85770 -1.10338
C 0.79114 1.16694 -0.68918
C 1.36104 0.07936 0.31401
C 0.40780 -1.14199 0.17017
O 0.36121 -2.20096 0.81510
O -1.03003 -1.55669 -1.81908
O -0.98201 0.89933 1.73729
O -2.27092 -1.18882 1.46454
O -0.12440 0.48092 -1.52232
S -1.48632 -0.14289 0.85979
Br 3.13884 -0.60202 -0.02521
Br -3.07330 1.03309 -0.27109
H 0.19219 1.92133 -0.08873
H 1.53861 1.65031 -1.22483
H 1.55933 0.45978 1.38293

Properties
* net charge: -1
* 2S+1: 1
* largest force on an atom: 0.072 hartree/bohr
* relative energy (zero: lowest compared OMol25 entry of this formula, charge and spin): 0.2829 eV



(4)
Molecular formula: C4H3BrF2N2
Method: DFT, the ωB97M-V functional and the def2-TZVPD basis

Cartesian coordinates (Å):
F -1.37940 -1.80258 0.33726
C -1.46033 -0.66364 -0.31787
F -1.87604 -0.81099 -1.53700
Br -2.87715 0.61606 0.49103
N -0.14229 -0.09628 -0.17226
C 0.52706 0.08437 1.01860
C 1.71750 0.65912 0.75136
N 1.77020 0.90100 -0.59834
C 0.72568 0.44204 -1.13115
H -0.14876 -0.33446 1.83358
H 2.43015 0.69502 1.52746
H 0.71339 0.31034 -2.20268

Properties
* 2S+1: 1
* largest force on an atom: 0.075 hartree/bohr
* relative energy (zero: lowest compared OMol25 entry of this formula, charge and spin): 0.3315 eV
* SMILES: FC(F)(Br)n1ccnc1



(5)
Molecular formula: C4H3BrF4
Method: DFT, the ωB97M-V functional and the def2-TZVPD basis

Cartesian coordinates (Å):
C -0.53053 0.79345 -1.75714
C 0.35235 0.84447 -0.83281
Br 2.20786 1.07344 -0.77079
C -0.17030 0.23816 0.76779
F 0.46099 0.91506 1.77479
F -1.47930 0.49631 0.85664
C 0.15924 -1.25534 1.01203
F 0.37651 -1.91803 -0.10123
F 1.24811 -1.35600 1.74913
H -0.29665 1.27966 -2.75982
H -1.52236 0.68167 -1.38548
H -0.80592 -1.79285 1.44689

Properties
* 2S+1: 1
* largest force on an atom: 0.124 hartree/bohr
* relative energy (zero: lowest compared OMol25 entry of this formula, charge and spin): 0.0127 eV
* SMILES: C=C(Br)C(F)(F)C(F)F



(6)
Molecular formula: C4H3BrN2O2
Method: DFT, the ωB97M-V functional and the def2-TZVPD basis

Cartesian coordinates (Å):
O -1.70001 2.14808 -1.25644
C -1.18444 1.16683 -0.74637
N -0.05099 1.37311 0.00160
C 0.38061 0.38824 0.76053
N -0.30290 -0.81374 0.90226
C -1.31675 -1.12923 0.06782
O -1.82494 -2.22578 0.19970
C -1.83573 -0.17861 -0.97626
Br -1.35178 -0.81550 -2.84266
H 1.29012 0.58452 1.32353
H 0.00990 -1.51171 1.57927
H -2.89309 -0.03092 -0.92936

Properties
* 2S+1: 1
* largest force on an atom: 0.074 hartree/bohr
* relative energy (zero: lowest compared OMol25 entry of this formula, charge and spin): 0.0000 eV
* SMILES: O=C1N=CNC(=O)[C@@H]1Br